No. 1
Density functional theory data (the ωB97M-V functional and the def2-TZVPD basis) for a molecular structure, C6H15CsN at a distorted geometry.

Calculated values
- M: 234.10 u
- DFT total energy: -8497.0403 eV
- Net charge: +1
- Relative energy (zero: lowest compared OMol25 entry of this formula, charge and spin): 1.103 eV
- Spin multiplicity: 1
- Kohn-Sham gap: 7.239 eV
- E_HOMO: -11.199 eV

```
23
Properties=species:S:1:pos:R:3:forces:R:3
Cs 15.839630 11.497110 13.341180 0.067 -0.027 0.158
C 15.462230 10.697110 18.392730 -1.454 -1.242 -0.014
C 16.302450 11.917640 18.534270 0.531 -0.529 -0.334
N 17.606860 11.688320 17.838540 -2.280 1.720 0.287
C 18.450550 10.847320 18.693080 1.049 0.007 -1.439
C 19.470990 10.200890 17.768620 0.895 -0.671 0.424
C 18.162560 13.017030 17.414560 1.991 -0.673 1.219
C 18.597520 13.985610 18.562420 -0.941 0.217 0.226
H 14.492410 10.737320 18.888650 -0.018 0.520 0.361
H 15.874660 9.767800 18.785650 0.414 0.112 -0.169
H 15.162800 10.528020 17.358400 0.372 -0.096 -0.303
H 15.733540 12.725430 18.073900 0.375 0.349 0.044
H 16.451210 12.122840 19.594380 0.035 0.345 0.150
H 18.961830 11.418130 19.468240 0.129 0.209 0.088
H 17.940690 10.044730 19.226000 -0.651 0.322 -0.301
H 19.105760 9.524300 16.996010 -0.776 0.364 -0.074
H 20.093000 10.950770 17.279860 0.145 -0.098 0.100
H 20.094930 9.511470 18.337380 0.462 0.320 0.217
H 17.553850 13.607660 16.729950 -0.888 -0.458 0.261
H 19.018920 12.794240 16.778090 0.361 -0.047 0.163
H 19.254950 13.679520 19.376170 0.491 -0.667 -0.629
H 17.723760 14.261000 19.153010 -0.416 0.145 -0.224
H 18.981060 14.929820 18.175820 0.108 -0.119 -0.211
```
Forces are in eV/Å.


No. 2
Density functional theory data (the ωB97M-V functional and the def2-TZVPD basis) for 2 unconnected molecules or ions with the total composition C4H9S at a distorted geometry.

Calculated values
- ⟨S²⟩: 0.751
- M: 89.18 u
- DFT total energy: -15124.2017 eV
- Net charge: -2
- Relative energy (zero: lowest compared OMol25 entry of this formula, charge and spin): 1.079 eV
- Spin multiplicity: 2
- Kohn-Sham gap (spin up / spin down): 1.951 / 5.863 eV
- E_HOMO (spin up / spin down): 4.305 / 0.393 eV

```
14
Properties=species:S:1:pos:R:3:forces:R:3
C -0.836499 1.712413 -1.363493 0.238 0.430 -0.569
S -2.432329 1.080106 -0.787484 -0.451 0.154 -0.066
H -0.233188 2.177111 -0.578764 -0.019 -0.128 0.121
H -0.904773 2.458052 -2.177280 -0.314 0.054 0.257
H -0.233607 0.936618 -1.821688 0.256 -0.430 0.197
C 1.114948 -1.440994 -0.053981 0.204 -0.003 -0.569
C 0.827447 -0.669040 1.186430 -0.878 0.907 -0.806
C -0.414137 -0.613134 1.674058 0.212 0.684 0.352
H 1.714370 -0.857176 -0.762848 0.038 0.063 0.039
H 0.161531 -1.672556 -0.547031 0.146 -0.103 0.039
H 1.677605 -2.383642 0.080750 -0.020 0.125 0.292
H 1.472356 0.177856 1.472656 0.495 -1.194 0.657
H -0.615714 -0.058712 2.591908 -0.037 0.271 -0.176
H -1.298011 -0.846902 1.086767 0.129 -0.829 0.230
```
Forces are in eV/Å.


No. 3
Density functional theory data (the ωB97M-V functional and the def2-TZVPD basis) for a gas-phase ion, C6H8BrN2O2 (charge +1) at a distorted geometry.

Calculated values
- SMILES string: CC1=C/[N+](=C(\O)Br)OC(C)=N1
- M: 220.05 u
- DFT total energy: -83458.7968 eV
- Net charge: +1
- Relative energy (zero: lowest compared OMol25 entry of this formula, charge and spin): 0.000 eV
- Spin multiplicity: 1
- Kohn-Sham gap: 8.555 eV
- E_HOMO: -12.853 eV

```
19
Properties=species:S:1:pos:R:3:forces:R:3
C 0.327870 2.669833 -0.525168 0.879 0.516 1.771
C 0.236247 1.244720 -0.228745 0.979 -0.650 0.472
C 0.676669 0.648935 0.903026 -0.479 2.473 0.988
N 0.385404 -0.713009 1.064621 0.255 0.778 1.648
C 0.284755 -1.300065 2.256427 -0.890 -0.775 -2.449
O 0.381060 -0.513618 3.300922 0.038 0.028 -0.680
Br -0.281509 -3.121773 2.161729 0.561 1.135 0.757
O 0.208671 -1.380524 -0.083776 -0.464 -2.163 -1.759
C -0.297095 -0.695859 -1.371610 0.547 2.248 3.496
C -0.889861 -1.573528 -2.386408 -2.896 2.287 2.491
N -0.275683 0.566432 -1.330679 -0.412 -2.020 -0.810
H 1.040691 2.771267 -1.333004 0.725 0.459 0.192
H 0.472559 3.275211 0.414717 0.183 -0.344 -1.393
H -0.566236 2.900403 -1.017184 -1.625 0.741 -0.399
H 0.981425 1.272367 1.823723 -0.414 -1.462 -1.750
H 0.585583 -0.917730 4.147622 0.020 -0.586 0.207
H -1.329919 -2.444138 -1.976408 -0.256 -0.922 0.524
H -0.219414 -1.793873 -3.093010 2.412 -0.839 -2.999
H -1.721215 -0.895052 -2.726794 0.837 -0.903 -0.306
```
Forces are in eV/Å.


No. 4
Density functional theory data (the ωB97M-V functional and the def2-TZVPD basis) for a molecular structure, C22H35CeNO2Si3 at a distorted geometry.

Calculated values
- ⟨S²⟩: 0.751
- M: 569.90 u
- DFT total energy: -65528.3340 eV
- Net charge: +1
- Relative energy (zero: lowest compared OMol25 entry of this formula, charge and spin): 0.161 eV
- Spin multiplicity: 2
- Kohn-Sham gap (spin up / spin down): 6.984 / 6.963 eV
- E_HOMO (spin up / spin down): -10.575 / -10.544 eV

```
64
Properties=species:S:1:pos:R:3:forces:R:3
Ce -0.331289 -0.024035 0.417560 -1.451 -0.533 -0.856
C 4.238990 -0.031115 0.698506 -0.126 -0.018 -0.080
C 2.837432 -0.108359 1.234625 0.446 -0.029 -0.030
O 1.911958 -0.292937 0.395677 1.293 -0.016 0.308
C 2.610005 0.007501 2.649765 -0.475 0.041 0.111
C 3.706907 -0.043711 3.545830 0.050 -0.031 -0.130
C 3.533948 -0.029943 4.899525 0.004 0.006 0.160
C 2.235137 0.041556 5.428998 0.104 -0.012 -0.087
C 1.148694 0.126352 4.599698 -0.278 0.041 -0.306
C 1.293674 0.136803 3.197149 0.627 -0.049 0.457
O 0.226156 0.283711 2.454164 0.245 0.076 0.453
H 4.212050 -0.029343 -0.387622 -0.013 -0.004 0.006
H 4.813026 -0.896462 1.033320 0.016 0.004 -0.008
H 4.741883 0.864168 1.062135 0.031 -0.015 0.002
H 4.709049 -0.124020 3.149066 -0.002 0.007 0.007
H 4.386587 -0.082458 5.561479 0.005 -0.012 -0.021
H 2.089920 0.032031 6.501336 0.004 0.018 0.004
H 0.137011 0.195643 4.978819 0.047 0.017 0.080
C -4.561419 -0.183768 -2.733305 0.266 0.002 0.097
Si -2.833299 0.055097 -2.027686 0.203 0.088 0.325
C -1.700399 -1.360027 -2.645909 -0.334 0.200 0.199
C -2.002837 1.584222 -2.789370 -0.294 -0.140 0.073
C -2.740756 0.178970 -0.148765 -0.531 0.324 0.031
Si -3.530408 -1.222110 0.848242 0.348 0.163 -0.207
C -5.366653 -0.988068 1.189775 0.298 -0.072 0.004
C -3.171510 -2.878307 -0.008961 -0.268 0.290 0.063
C -2.564488 -1.448233 2.492589 -0.315 0.229 -0.362
Si -2.975165 1.913508 0.520625 -0.236 -0.373 -0.079
C -4.481103 2.860203 -0.102934 0.230 -0.037 0.028
C -2.873536 1.985144 2.413681 -0.170 -0.049 -0.283
C -1.401463 2.999962 0.130583 -0.342 -0.292 0.057
C -1.458022 4.388548 0.194671 0.018 0.068 -0.038
C -0.306898 5.146214 0.056496 0.004 -0.112 -0.006
C 0.901921 4.494655 -0.155441 -0.097 0.050 -0.017
C 0.898123 3.117632 -0.210327 0.172 0.020 -0.042
N -0.213209 2.381828 -0.065949 0.046 0.488 0.018
H -4.552703 -0.160228 -3.824942 0.007 -0.016 -0.001
H -5.234633 0.601005 -2.382320 0.010 0.000 0.006
H -4.975820 -1.145213 -2.420966 -0.025 0.011 0.000
H -1.529632 -1.259048 -3.719229 0.080 0.061 0.011
H -2.125509 -2.348207 -2.475670 0.079 0.000 0.040
H -0.708132 -1.335204 -2.167159 0.064 -0.092 -0.114
H -2.039216 1.538313 -3.879760 -0.016 -0.037 -0.005
H -0.949463 1.637801 -2.501308 0.017 0.043 -0.039
H -2.477066 2.520078 -2.484117 0.056 0.016 -0.022
H -5.916174 -0.882312 0.252195 0.016 0.020 -0.007
H -5.529333 -0.082540 1.779466 -0.032 0.001 -0.011
H -5.795272 -1.828470 1.739250 0.025 -0.003 0.015
H -3.701903 -2.991734 -0.956101 0.058 -0.016 -0.020
H -3.461142 -3.714980 0.629695 -0.011 0.031 0.046
H -2.098773 -2.977054 -0.207096 -0.016 -0.068 -0.040
H -2.667355 -0.598184 3.165615 0.143 -0.001 0.010
H -1.491939 -1.606123 2.305573 -0.035 -0.103 0.236
H -2.909480 -2.331192 3.033487 -0.004 -0.078 -0.119
H -5.382336 2.263648 0.053677 0.036 -0.045 0.029
H -4.407578 3.064465 -1.173611 -0.009 -0.021 0.009
H -4.628365 3.812549 0.411026 0.040 -0.011 0.018
H -3.699344 1.455397 2.892814 0.019 -0.020 0.009
H -2.894988 3.017929 2.767824 -0.006 0.034 -0.075
H -1.934562 1.543759 2.756433 -0.021 0.004 0.103
H -2.414655 4.867372 0.360028 0.022 0.023 -0.012
H -0.342730 6.226060 0.116006 -0.020 0.002 -0.014
H 1.823681 5.045947 -0.272633 0.017 -0.036 -0.011
H 1.822604 2.575614 -0.380224 -0.018 -0.038 0.026
```
Forces are in eV/Å.